No. 1
DFT (wB97M-V/def2-TZVPD) results for a molecular structure, C15H23N6O2RuS3 at a distorted geometry.

Total charge: +2
F_max (eV/Å): 1.856
E_LUMO (spin up / spin down) (eV): -7.5 / -7.3
Spin multiplicity: 2
HOMO-LUMO gap (spin up / spin down) (eV): 7.228 / 7.584
Energy above the lowest of the compared OMol25 structures with the same formula, charge and spin (kcal/mol): 42.8

```
50
Properties=species:S:1:pos:R:3:forces:R:3
Ru 0.23671 0.15653 -0.14016 -0.55 -1.40 -1.09
C 1.54785 -2.64157 1.70982 -0.13 0.11 0.13
C 1.81634 -3.12128 0.30456 0.05 0.11 -0.12
S 1.73577 -1.78030 -0.92759 -0.36 1.19 0.15
C 0.64185 -2.44037 -2.20989 0.18 -0.09 -0.14
C -0.70622 -2.93425 -1.74272 -0.12 0.14 -0.03
S -1.65140 -1.62834 -0.90130 0.40 0.63 0.65
C -2.28125 -2.47412 0.56643 -0.05 0.05 -0.21
C -1.24950 -2.95769 1.56719 0.17 0.04 0.08
S 0.01696 -1.71079 1.93479 -0.12 0.33 0.03
H 2.33071 -1.95413 2.03287 0.03 -0.07 0.07
H 1.52638 -3.48168 2.40458 0.14 -0.01 0.00
H 1.13317 -3.90865 -0.00498 0.00 -0.01 0.01
H 2.83251 -3.51191 0.25443 -0.03 -0.10 -0.07
H 1.18624 -3.23106 -2.72742 -0.02 0.00 -0.03
H 0.52049 -1.59721 -2.89105 0.04 -0.04 -0.03
H -0.65461 -3.80672 -1.09466 0.05 0.00 0.01
H -1.28572 -3.20823 -2.62485 -0.02 -0.08 0.03
H -2.89182 -3.31119 0.22554 -0.10 0.04 0.07
H -2.94261 -1.73222 1.01587 -0.05 -0.05 0.02
H -0.74654 -3.86762 1.24338 -0.05 -0.02 -0.04
H -1.74907 -3.16797 2.51223 -0.01 -0.13 -0.03
N 1.25612 2.13069 3.75256 -0.02 -0.05 -0.06
C 1.64047 1.19956 2.88409 0.04 -0.02 -0.02
N 0.77397 1.17534 1.88342 0.24 -0.41 -0.46
C -0.13640 2.13579 2.21412 0.19 -0.02 0.14
N 0.12779 2.73501 3.34477 -0.02 0.10 0.08
C -1.27017 2.39562 1.34770 -0.26 0.27 0.03
C -1.95830 3.59138 1.34735 -0.10 -0.27 0.09
N -2.98905 3.78378 0.52635 -0.18 0.23 -0.13
C -3.33161 2.80498 -0.28408 -0.01 -0.06 0.41
C -2.62460 1.59919 -0.30620 -0.30 -0.32 0.21
N -1.60285 1.39010 0.51328 1.21 0.22 -0.83
H 1.68115 2.39449 4.63063 0.01 0.01 -0.02
H 2.51593 0.58167 2.99749 0.01 0.03 0.05
H -1.67729 4.39376 2.01776 0.00 0.01 -0.02
H -4.16046 2.96912 -0.95992 -0.01 -0.02 0.01
H -2.91773 0.79621 -0.96679 0.15 0.08 -0.14
N 2.02106 1.46133 -0.83646 -1.14 -0.10 0.59
C 2.15152 1.64096 -2.30503 0.28 -0.08 -0.35
C 0.96789 2.37066 -2.89370 -0.13 -0.25 0.16
C -0.31504 1.80070 -2.34695 0.27 0.56 -0.32
O -1.25240 2.52675 -2.13907 -0.26 -0.19 -0.18
O -0.28091 0.48635 -2.11784 0.18 -0.40 1.00
H 1.90228 2.37079 -0.39493 0.17 0.00 0.05
H 2.88139 1.05565 -0.48146 -0.06 0.00 0.15
H 2.24466 0.64563 -2.73601 0.01 0.01 -0.03
H 3.05750 2.20104 -2.54212 0.13 -0.13 0.18
H 0.96700 2.23629 -3.97714 0.04 0.10 -0.01
H 0.96187 3.43794 -2.67890 0.15 0.03 -0.07
```
Positions in Å, forces in eV/Å.

---

No. 2
DFT (wB97M-V/def2-TZVPD) results for a molecular structure, C57H62CoN4OPTe at a distorted geometry.

F_max (eV/Å): 1.815
E_LUMO (spin up / spin down) (eV): -0.5 / -0.6
HOMO-LUMO gap (spin up / spin down) (eV): 5.156 / 5.047
Energy above the lowest of the compared OMol25 structures with the same formula, charge and spin (kcal/mol): 14.8

```
127
Properties=species:S:1:pos:R:3:forces:R:3
Co -0.31722 -0.65421 0.75857 -1.15 0.23 1.38
C -3.54165 0.52092 -1.58881 -0.36 -0.17 0.13
C -2.23314 0.25146 -1.19379 0.40 -0.10 0.06
N -1.96926 -0.23202 0.01959 -0.94 0.12 -0.69
C -2.96301 -0.44587 0.89130 -0.02 -0.10 0.56
C -4.33108 -0.28790 0.54992 -0.17 -0.14 0.19
C -4.58549 0.23489 -0.74263 0.35 0.09 -0.10
C -5.31513 -0.69904 1.45333 -0.27 0.00 -0.03
C -4.91782 -1.33549 2.64045 0.11 0.19 -0.18
C -3.62057 -1.43404 3.04943 0.38 -0.15 -0.04
C -2.52029 -0.76096 2.30184 -0.71 -0.08 -0.24
N -1.25942 -1.46160 2.23198 0.62 0.78 -1.33
C -0.41479 -1.56053 3.30789 0.14 -0.07 0.39
C -0.72371 -1.75845 4.64616 -0.16 -0.01 -0.39
C 0.29025 -2.03062 5.57423 0.32 -0.02 0.07
C 1.61831 -2.06460 5.22883 -0.08 -0.05 0.25
C 1.99313 -1.75432 3.90804 -0.12 0.01 -0.24
C 3.32539 -1.65205 3.45065 -0.10 0.03 -0.19
C 3.56715 -1.22710 2.17033 0.15 -0.01 0.33
C 2.49095 -0.89993 1.33734 -0.22 0.05 -0.12
N 1.23500 -1.05527 1.70937 1.41 -0.27 0.35
C 0.97208 -1.48784 2.97059 -0.18 0.00 0.34
H -3.71589 0.93048 -2.57482 0.00 -0.03 0.05
H -1.38968 0.46888 -1.83964 -0.10 -0.12 0.09
H -5.60881 0.41042 -1.05038 -0.02 -0.02 0.01
H -6.36193 -0.60815 1.19524 0.02 0.00 -0.03
H -5.68154 -1.79342 3.26012 0.00 0.02 0.04
H -3.37071 -1.95633 3.95995 -0.06 -0.08 -0.07
H -1.74896 -1.73002 4.97872 0.02 0.01 0.00
H 0.00577 -2.22474 6.60067 0.00 0.02 0.01
H 2.38209 -2.28158 5.96435 -0.01 -0.01 -0.01
H 4.14043 -1.89851 4.11973 0.01 0.03 0.02
H 4.57670 -1.12405 1.79767 -0.01 0.04 -0.03
H 2.66055 -0.49053 0.35039 -0.01 -0.09 0.00
C -0.08283 -4.81450 1.62212 -0.03 0.03 -0.03
C 0.61525 -4.62321 0.26800 0.05 0.25 0.19
C 0.52546 -5.94327 -0.49471 -0.01 0.08 -0.12
C 2.08501 -4.28497 0.52668 -0.05 0.09 -0.06
P -0.26465 -3.12706 -0.51841 0.12 -0.31 -0.60
C -1.89069 -3.90570 -0.88278 -0.09 0.35 0.25
C -2.93724 -3.55288 -0.03101 0.15 0.02 -0.03
C -4.21138 -4.07240 -0.20388 -0.14 -0.09 0.02
C -4.45603 -4.97140 -1.22925 0.06 0.06 0.06
C -3.41789 -5.34866 -2.07170 -0.02 -0.09 -0.06
C -2.14751 -4.82290 -1.90297 0.03 0.03 -0.05
C 0.47904 -2.73281 -2.23155 -0.05 0.10 0.30
C 1.22246 -3.84205 -2.97182 -0.02 0.05 0.02
C -0.66642 -2.20191 -3.10402 0.03 0.03 0.07
C 1.45666 -1.57287 -1.97840 -0.14 -0.48 -0.06
H 0.41246 -5.61213 2.18284 0.03 -0.02 -0.06
H -1.13086 -5.09000 1.49746 0.00 0.00 0.01
H -0.04152 -3.90831 2.21974 -0.03 0.09 0.11
H 1.02846 -6.71091 0.09994 0.01 0.00 0.01
H 1.01553 -5.90312 -1.46668 -0.03 -0.06 0.06
H -0.50733 -6.25678 -0.63238 0.00 -0.04 0.00
H 2.54432 -5.08167 1.11771 0.00 -0.03 -0.02
H 2.17485 -3.36128 1.09307 0.06 0.00 0.05
H 2.65684 -4.18210 -0.39784 0.01 0.01 0.04
H -2.74200 -2.87047 0.78339 -0.08 -0.02 0.07
H -5.00683 -3.77172 0.46633 0.04 0.05 0.02
H -5.44730 -5.38303 -1.36888 0.00 0.00 -0.01
H -3.60159 -6.06609 -2.86208 0.03 0.03 -0.02
H -1.36002 -5.13947 -2.57344 0.00 0.01 0.00
H 0.57356 -4.68239 -3.21177 0.03 -0.01 -0.03
H 2.07622 -4.21130 -2.40326 -0.02 -0.02 -0.06
H 1.60199 -3.44053 -3.91636 0.00 0.01 -0.01
H -1.29480 -3.00471 -3.48167 -0.03 0.00 -0.01
H -0.25591 -1.65996 -3.96103 0.05 0.01 0.01
H -1.30374 -1.51491 -2.54394 0.01 -0.09 -0.12
H 2.34556 -1.91827 -1.44466 0.01 0.05 0.05
H 0.97504 -0.78918 -1.38028 0.05 0.09 -0.11
H 1.77185 -1.12762 -2.92500 -0.06 -0.25 0.16
C 6.39566 5.67975 -2.71311 -0.06 -0.07 0.03
C 5.25940 4.93275 -2.06824 -0.02 0.00 0.00
C 3.99290 5.48743 -1.96892 0.07 -0.03 -0.03
C 2.93599 4.80440 -1.37298 -0.22 0.03 0.04
C 1.60309 5.49638 -1.25786 0.10 0.02 -0.06
C 3.13572 3.51082 -0.87755 0.00 -0.13 0.19
Te 1.53755 2.45728 0.15558 0.59 0.44 -0.54
N -0.41136 1.06038 1.62691 0.19 -1.09 -0.32
C -1.24954 1.32410 2.53931 -0.43 -0.32 0.14
O -2.28017 0.54303 2.97483 0.45 0.38 0.19
C -1.25087 2.60179 3.32440 -0.08 0.02 -0.02
C -2.42492 3.02789 3.94649 0.00 0.03 -0.06
C -2.44178 4.20305 4.68030 0.03 0.03 0.03
C -1.29085 4.96893 4.80043 -0.05 0.01 -0.05
C -0.11789 4.54053 4.19751 0.09 0.04 0.05
C -0.09353 3.35804 3.47539 -0.04 -0.10 -0.07
C 0.22253 2.53668 -1.51771 -0.15 -0.17 0.08
C 0.60441 1.96901 -2.74389 0.08 -0.09 0.07
C 1.95000 1.33253 -2.96652 0.07 0.32 0.01
C -0.29810 1.97781 -3.80488 -0.03 -0.03 0.02
C -1.56965 2.51833 -3.68191 0.00 0.06 -0.02
C -2.54239 2.50254 -4.82991 0.09 0.04 0.06
C -1.92438 3.08026 -2.46440 0.13 0.17 -0.10
C -1.05484 3.10202 -1.37991 0.06 0.20 0.09
C -1.53908 3.72271 -0.09874 0.00 -0.04 -0.05
C 4.41983 2.94938 -0.94897 -0.02 -0.11 0.04
C 4.73118 1.57323 -0.40931 -0.01 0.14 -0.06
C 5.45508 3.66182 -1.54247 -0.03 0.06 -0.01
H 6.09725 6.69291 -2.97864 0.02 0.01 -0.01
H 6.72069 5.16874 -3.62138 0.03 0.04 -0.01
H 7.25263 5.73690 -2.04044 0.02 0.02 -0.02
H 3.82025 6.48797 -2.35157 0.00 0.00 0.00
H 1.68273 6.53692 -1.57131 -0.01 0.00 0.00
H 1.25154 5.47122 -0.22440 -0.06 0.00 -0.03
H 0.85069 5.00641 -1.87848 -0.02 0.05 0.04
H -3.32564 2.43964 3.85087 0.01 -0.07 -0.02
H -3.35464 4.51563 5.17110 -0.02 0.02 -0.05
H -1.31204 5.89749 5.35666 0.03 -0.02 0.04
H 0.78786 5.12465 4.30332 0.00 -0.01 -0.01
H 0.82510 3.00749 3.03064 0.05 -0.01 -0.06
H 2.24775 0.75962 -2.08724 0.11 0.18 -0.13
H 2.72067 2.08675 -3.13859 -0.01 0.03 0.00
H 1.91967 0.67022 -3.83229 0.02 0.10 -0.01
H 0.00782 1.54213 -4.75046 -0.02 -0.02 0.00
H -2.18080 1.87047 -5.63987 -0.03 0.00 -0.02
H -2.69004 3.51082 -5.22134 -0.02 -0.02 -0.03
H -3.51583 2.13115 -4.50626 -0.03 0.00 -0.05
H -2.91135 3.51648 -2.34800 0.00 -0.02 0.02
H -2.30639 4.46955 -0.30163 -0.01 -0.01 0.00
H -0.71982 4.19030 0.44688 -0.05 0.02 0.05
H -1.96966 2.96186 0.55628 0.00 0.02 -0.02
H 4.22515 1.39492 0.53800 0.03 -0.07 0.04
H 5.80421 1.46006 -0.25276 -0.01 -0.02 -0.02
H 4.41226 0.80516 -1.12007 -0.05 -0.06 0.05
H 6.44425 3.21635 -1.58699 0.00 -0.01 0.00
```
Positions in Å, forces in eV/Å.

---

No. 3
DFT (wB97M-V/def2-TZVPD) results for a molecular structure, C19H23AlIN5O3S2 at a distorted geometry.

Total charge: -2
F_max (eV/Å): 5.414
E_LUMO (spin up / spin down) (eV): 4.5 / 4.5
HOMO-LUMO gap (spin up / spin down) (eV): 2.845 / 2.856
Energy above the lowest of the compared OMol25 structures with the same formula, charge and spin (kcal/mol): 32.1

```
54
Properties=species:S:1:pos:R:3:forces:R:3
C 0.53270 -1.15998 -3.10896 1.50 -2.18 -0.30
I -0.23134 1.12391 -2.29258 -1.56 3.88 -1.68
H 1.21823 -0.79927 -3.88313 -0.04 0.20 0.05
H -0.41717 -1.49541 -3.52150 -0.12 0.08 0.29
H 1.01152 -1.90352 -2.48233 0.24 -0.85 -0.58
C 3.40501 -2.56394 0.70774 0.26 0.09 0.22
C 3.85390 -1.41933 0.14951 0.04 -0.07 0.09
N 2.77691 -0.78062 -0.40724 -0.48 -0.56 -0.38
C 1.66156 -1.54579 -0.24957 1.53 -1.34 0.84
N 2.04932 -2.62344 0.48988 0.55 0.11 -0.78
H 3.95660 -3.32803 1.23842 -0.27 0.12 -0.02
H 4.85116 -1.00800 0.05948 -0.28 -0.08 0.15
C -4.45675 1.52265 0.33957 -0.12 -0.08 -0.09
C -2.20828 1.35156 0.25650 -1.87 0.60 0.00
N -3.37357 0.69633 0.53813 0.28 0.96 -0.33
H -4.51385 3.60874 -0.38026 0.18 -0.07 0.11
N -2.61137 2.61222 -0.10010 -0.22 -0.69 0.30
H -5.47017 1.20542 0.52486 0.10 -0.07 -0.06
Al -0.37528 0.62865 0.15332 2.08 -0.76 1.03
C 0.28141 -1.23003 -0.56205 -1.57 2.15 0.37
O -0.63126 -2.05796 -0.64999 -0.05 -1.30 0.36
C -3.98544 2.71372 -0.08946 0.19 -0.19 0.26
C -1.75468 3.72112 -0.43738 0.44 0.77 -0.31
H -0.89084 3.75377 0.23589 -0.18 -0.12 -0.10
H -2.32605 4.65145 -0.34905 -0.08 -0.14 0.17
H -1.38391 3.64243 -1.46576 -0.05 -0.25 0.21
C -3.48566 -0.66083 1.01801 0.09 -0.68 0.42
H -4.52500 -0.99099 0.89819 0.26 0.07 -0.14
H -3.21475 -0.72483 2.07899 0.04 0.05 -0.31
H -2.81109 -1.31865 0.45688 -0.13 0.13 0.05
C 1.29861 -3.83383 0.76859 -0.13 -0.37 0.09
H 1.50638 -4.58014 -0.00905 -0.11 0.22 0.03
H 0.23485 -3.61900 0.79189 0.09 0.06 0.01
H 1.63081 -4.22974 1.73340 -0.16 0.24 -0.11
C 2.93693 0.43122 -1.19221 0.28 0.33 -0.33
H 2.32371 0.39088 -2.09904 0.14 -0.10 0.38
H 3.99633 0.48994 -1.47397 -0.20 -0.06 0.04
H 2.68108 1.30608 -0.58177 -0.14 -0.21 -0.18
O 0.82017 -2.18072 3.11134 -0.37 -1.15 -0.02
S -0.12078 -1.08695 3.21973 1.59 4.36 -1.07
O -1.53215 -1.38085 3.29964 -0.61 -1.23 0.21
N 0.12878 0.04367 1.97092 -1.81 -3.04 -0.13
C 0.78612 1.16608 2.38615 1.40 0.60 5.20
S 1.07431 2.26650 1.12479 -0.14 0.96 -1.24
C 0.95874 1.21914 3.81036 -0.30 0.72 -4.68
C 1.43055 2.26311 4.62415 0.63 0.85 1.83
C 1.44732 2.11042 6.01264 0.16 0.68 -1.76
C 0.96073 0.92800 6.60169 -0.29 -1.03 0.78
C 0.46334 -0.10748 5.79751 0.09 0.38 -0.39
C 0.44656 0.06322 4.42055 -0.83 -1.93 1.38
H 1.77031 3.17167 4.12454 0.02 -0.09 0.29
H 1.84203 2.90852 6.64779 -0.15 -0.13 -0.19
H 0.96811 0.81824 7.68481 0.02 -0.03 -0.13
H 0.09355 -1.04156 6.21829 0.01 0.18 0.11
```
Positions in Å, forces in eV/Å.

---

> The highest energy above the lowest of the compared OMol25 structures with the same formula, charge and spin belongs to which entry?

C15H23N6O2RuS3

---

> What is the formula in the second record?

C57H62CoN4OPTe

---

> The highest F_max belongs to which entry?

C19H23AlIN5O3S2